Record 1
A 2-piece molecular cluster, C21H21B2Br2N2O14 overall in a non-equilibrium geometry. Source: the OMol25 dataset; level of theory: ωB97M-V/def2-TZVPD.

The charge is -1. Its multiplicity is 1. Its lowest unoccupied orbital energy is 0.058 eV. The HOMO energy comes out at -7.4 eV. The calculation puts the HOMO-LUMO gap at 7.44 eV. For the total energy, the calculation gives -7173.29880 hartree. Its largest force on an atom is 0.181 hartree/bohr.

Geometry (Å):
C: 1.0177 -4.6061 2.0864
C: 2.3447 -4.3211 1.1669
O: 2.5548 -2.9149 0.7899
B: 1.5890 -2.5008 -0.2889
O: 1.1263 -3.4132 -1.3604
C: 1.1128 -0.8950 -0.1934
C: -0.4445 -0.3841 -0.2334
Br: -1.9935 -1.6758 -0.4074
C: -0.7693 1.2516 -0.1069
C: -2.3628 1.7535 -0.1813
C: -3.0335 1.8137 1.3186
C: -4.4268 0.9127 1.2680
C: -4.6399 0.3146 2.7872
O: -4.6894 1.4973 3.6965
C: 0.4463 2.3841 0.0867
Br: 0.1491 4.3561 0.2586
C: 1.9719 1.7867 0.1463
C: 2.3310 0.1944 -0.0064
C: 3.9599 0.0240 0.0701
O: 4.7551 -0.9987 -0.2963
N: 4.4199 1.3792 0.6475
C: 4.6346 0.9673 2.0872
C: 4.4886 2.1748 3.1864
C: 5.6962 1.9304 4.3174
N: 6.5476 3.0876 4.8267
O: 5.9603 0.6863 4.7653
C: 3.4359 2.4922 0.3621
O: 3.5719 3.8176 0.2743
H: 1.3502 -4.7024 3.2288
H: 0.2026 -3.7670 2.0624
H: 0.5892 -5.6697 1.7681
H: 2.4188 -5.0410 0.2175
H: 3.2835 -4.6246 1.8391
H: 0.1812 -3.2264 -1.6354
H: -2.9854 1.0676 -0.8997
H: -2.4374 2.8523 -0.6416
H: -3.2369 2.9513 1.6094
H: -2.2453 1.3318 2.0698
H: -5.3200 1.6130 0.9042
H: -4.3513 0.0050 0.5296
H: -5.6358 -0.3255 2.8122
H: -3.7176 -0.3478 3.1116
H: -3.9598 1.3687 4.3787
H: 3.8877 0.0676 2.3056
H: 5.7256 0.4905 2.1520
H: 3.4833 2.0030 3.7625
H: 4.6396 3.2558 2.7648
H: 7.1580 3.3799 4.0207
H: 5.8813 3.8817 4.9777
B: -3.4368 -0.5903 -5.5700
O: -2.6525 -1.8224 -5.7019
C: -2.7944 -2.2395 -6.9678
O: -2.2689 -3.2441 -7.4194
C: -3.6463 -1.3312 -7.6899
O: -3.9710 -1.4292 -8.8621
O: -4.0437 -0.3389 -6.8809
O: -4.4650 -0.7319 -4.5341
C: -4.2269 0.2172 -3.6180
O: -4.8998 0.3820 -2.6134
C: -3.0756 0.9909 -4.0030
O: -2.5994 1.9277 -3.3824
O: -2.5849 0.5316 -5.1627


Record 2
C21H21BCrF4N2O13Rb as an isolated structure in a non-equilibrium geometry. Source: the OMol25 dataset; level of theory: ωB97M-V/def2-TZVPD.

Its multiplicity is 4. Its lowest unoccupied orbital energy (spin up / spin down) is -1.092 / -1.092 eV. The expectation value of S² is 3.79. The HOMO energy (spin up / spin down) comes out at -9.1 / -9.2 eV. The calculation puts the HOMO-LUMO gap (spin up / spin down) at 8.05 / 8.09 eV. For the total energy, the calculation gives -3393.14408 hartree. Its largest force on an atom is 0.081 hartree/bohr.

Geometry (Å):
Rb: -33.4008 35.3382 -12.2012
Cr: -30.5433 31.4528 -13.4748
N: -28.3414 30.7817 -12.2726
O: -27.3634 30.2905 -11.7613
O: -28.3669 31.4667 -13.3333
O: -29.4988 30.6563 -11.7967
N: -30.1522 29.4579 -15.3061
O: -30.1522 29.3407 -14.0422
O: -30.4035 30.6394 -15.6045
O: -29.9205 28.5696 -16.0921
C: -33.4582 30.2840 -13.3305
O: -33.1358 30.1174 -14.6956
O: -32.3389 30.8281 -12.7642
C: -34.8448 30.9603 -13.1336
F: -35.1205 31.0158 -11.8272
F: -34.8516 32.2392 -13.5933
F: -35.8383 30.3110 -13.7272
C: -33.7652 29.0465 -15.3948
C: -33.4761 29.1933 -16.8779
H: -32.4304 29.3676 -17.1261
H: -33.8401 28.2882 -17.3688
H: -34.0097 30.0188 -17.3561
H: -34.8482 28.9661 -15.2927
H: -33.3391 28.0849 -15.0910
H: -33.5699 29.2790 -12.8964
B: -30.9943 33.5301 -13.6684
H: -30.8927 33.1054 -12.6198
H: -31.3380 34.6092 -13.5932
H: -29.9517 33.3899 -14.0711
H: -31.6849 32.8812 -14.2722
C: -29.0636 32.6314 -9.3555
C: -27.9206 33.5656 -9.6916
O: -28.6133 34.7731 -9.9735
C: -29.8609 34.4364 -10.3788
O: -30.6770 35.1876 -10.8195
O: -30.0946 33.1408 -10.1582
F: -27.1349 33.2356 -10.7416
H: -29.2284 32.6622 -8.2773
H: -28.6745 31.6275 -9.5417
H: -27.2869 33.7582 -8.8242
C: -31.1461 41.0681 -16.6298
C: -31.8684 40.7993 -15.5045
C: -31.5629 39.6836 -14.7198
C: -30.5107 38.8555 -15.0752
C: -29.7341 39.1761 -16.2125
C: -30.0849 40.2453 -17.0212
C: -28.6823 38.2023 -16.6691
O: -28.1064 38.3347 -17.7204
C: -28.2875 37.0921 -15.7224
C: -27.1498 36.3822 -15.9753
C: -26.7506 35.3454 -15.1525
C: -27.4350 35.0921 -13.9458
C: -28.5447 35.8872 -13.6422
C: -29.0004 36.8307 -14.5547
C: -30.1827 37.6514 -14.2349
O: -30.8555 37.4121 -13.2448
H: -31.2409 41.9559 -17.2433
H: -32.7645 41.3392 -15.2265
H: -32.2397 39.3644 -13.9395
H: -29.5313 40.4665 -17.9220
H: -26.6055 36.5093 -16.9032
H: -25.8681 34.7573 -15.3623
H: -27.1511 34.2651 -13.3112
H: -29.1325 35.7807 -12.7411


Record 3
C21H21BF5IrN9O5STe as an isolated structure. Source: the OMol25 dataset; level of theory: ωB97M-V/def2-TZVPD.

Its multiplicity is 2. Its energy above the lowest of the compared OMol25 structures with the same formula, charge and spin is 223.7 kJ/mol. Its lowest unoccupied orbital energy (spin up / spin down) is -0.176 / -1.568 eV. The expectation value of S² is 0.76. The HOMO energy (spin up / spin down) comes out at -8.4 / -8.9 eV. The calculation puts the HOMO-LUMO gap (spin up / spin down) at 8.23 / 7.33 eV. For the total energy, the calculation gives -2976.70228 hartree. Its largest force on an atom is 0.002 hartree/bohr.

Geometry (Å):
Ir: -0.9674 -0.7216 0.9021
C: 3.2402 -0.8505 0.6871
C: 1.9129 -1.4201 0.3514
N: 1.0114 -0.6803 1.1746
N: 1.6673 0.2953 1.7954
C: 3.0280 0.1768 1.5216
B: 0.7384 1.3463 2.4773
N: -0.2381 0.5815 3.4060
C: -0.3585 0.5639 4.7484
C: -1.3623 -0.3150 5.0862
C: -1.8149 -0.8361 3.8702
N: -1.1318 -0.2866 2.8787
N: -0.1008 2.0071 1.3322
C: -0.1586 3.2859 0.9176
C: -1.0394 3.3626 -0.1410
C: -1.5010 2.0558 -0.3208
N: -0.9179 1.2601 0.5642
N: 1.4597 2.4214 3.2498
C: 0.8768 3.3974 3.9939
C: 1.8671 4.2312 4.4432
C: 3.0483 3.6795 3.9108
N: 2.8001 2.6003 3.1932
H: 4.1809 -1.2065 0.3069
H: 1.7579 -2.4954 0.4461
H: 3.7052 0.8692 1.9876
H: 0.2724 1.1800 5.3654
H: -1.7166 -0.5539 6.0726
H: -2.5791 -1.5642 3.6554
H: 0.4281 4.0471 1.4031
H: -1.3237 4.2399 -0.6934
H: -2.2206 1.6597 -1.0187
H: -0.1912 3.4246 4.1395
H: 1.7582 5.1031 5.0638
H: 4.0637 4.0241 4.0236
C: 0.7944 0.6742 -7.3078
C: 0.6884 0.0800 -5.9321
C: 0.4313 0.8882 -4.8242
C: 0.3398 0.3481 -3.5552
C: 0.5181 -1.0204 -3.3988
C: 0.7750 -1.8502 -4.4790
C: 0.8560 -1.2895 -5.7426
S: 0.3768 -1.7261 -1.8053
O: 1.6079 -1.0712 -1.0870
O: 0.5108 -3.1463 -1.8925
N: -0.8586 -1.1016 -1.1200
C: -2.1845 -1.2875 -1.7426
C: -3.2998 -0.9184 -0.7503
O: -4.4288 -0.8195 -1.1699
O: -2.9490 -0.7396 0.4956
H: 0.4062 1.6909 -7.3323
H: 0.2436 0.0771 -8.0344
H: 1.8367 0.7040 -7.6306
H: 0.2922 1.9531 -4.9625
H: 0.1290 0.9716 -2.6950
H: 0.8949 -2.9135 -4.3238
H: 1.0458 -1.9277 -6.5966
H: -2.3584 -2.3203 -2.0418
H: -2.2908 -0.6462 -2.6198
F: -3.2742 -3.2248 2.2404
Te: -1.8980 -4.1457 1.3827
F: -3.0200 -5.6163 1.4531
F: -2.6887 -3.8003 -0.2672
F: -0.6714 -5.2720 0.5669
F: -1.2636 -4.6992 3.0388
O: -0.7555 -2.7336 1.3398